(1)
Density functional theory data (ωB97M-V with the def2-TZVPD basis set) for a molecular structure, C37H86CdNO16Zn at a distorted geometry.

XYZ file:
```
142
Properties=species:S:1:pos:R:3:mulliken_charge:R:1
Zn -1.252 2.331 -2.287 0.364
Cd 1.285 -3.751 2.025 0.922
C 0.459 6.527 -2.761 -1.395
C 1.419 5.586 -3.466 1.419
C 2.788 6.227 -3.704 -1.143
C 3.569 6.245 -2.392 -0.588
C 3.795 4.838 -1.892 -1.591
C 2.480 4.056 -1.658 2.119
N 1.577 4.277 -2.809 -0.242
O 0.400 3.509 -2.771 0.333
C 1.930 4.557 -0.296 -2.031
C 2.872 2.592 -1.519 -1.698
C 0.924 5.410 -4.917 -1.875
H 0.738 6.708 -1.723 0.232
H -0.557 6.134 -2.821 0.146
H 0.430 7.511 -3.237 0.456
H 2.661 7.246 -4.072 0.417
H 3.384 5.684 -4.438 0.345
H 3.149 6.911 -1.637 0.321
H 4.547 6.660 -2.655 0.406
H 4.397 4.766 -0.984 0.389
H 4.353 4.289 -2.656 0.448
H 1.836 5.642 -0.245 0.221
H 2.578 4.197 0.504 0.272
H 0.921 4.182 -0.110 0.678
H 2.033 1.949 -1.235 -0.238
H 3.659 2.451 -0.774 0.398
H 3.250 2.107 -2.423 0.442
H 0.010 4.810 -4.823 0.309
H 1.520 4.744 -5.540 0.395
H 0.657 6.358 -5.380 0.395
C 0.030 0.189 1.036 -1.079
C -0.255 0.667 -0.230 0.320
C -0.037 -0.157 -1.448 0.447
O -0.244 0.361 -2.579 -1.339
C 0.346 -1.464 -1.371 -0.564
C 0.480 -2.070 -0.114 0.515
C 0.435 -1.147 1.185 1.230
O 0.742 -1.750 2.260 -1.054
O 0.622 -3.292 0.102 -1.090
O -0.648 1.871 -0.339 0.163
H -0.090 0.839 1.890 0.608
H 0.496 -2.053 -2.265 1.375
C 1.518 3.475 2.942 -0.578
C 0.016 3.686 3.100 -0.360
O -0.567 3.926 1.836 -0.375
H 1.957 4.149 2.210 0.129
H 1.727 2.449 2.630 0.038
H 2.035 3.634 3.892 0.483
H -0.187 4.611 3.641 0.445
H -0.459 2.819 3.573 0.203
H -0.631 3.098 1.341 -0.181
C -2.778 -4.759 1.487 -1.425
C -1.776 -3.835 2.198 1.095
O -0.592 -4.535 2.581 -0.306
H -3.202 -5.559 2.097 0.561
H -2.341 -5.169 0.577 0.241
H -3.640 -4.152 1.206 0.331
H -2.310 -3.528 3.101 -0.303
H -1.515 -2.992 1.567 -0.357
H -0.927 -5.333 3.008 0.247
C -1.373 -1.360 4.723 0.425
C -2.645 -1.585 5.489 -0.508
O -3.537 -0.475 5.320 -0.532
H -0.582 -2.113 4.791 -0.410
H -0.824 -0.458 5.011 0.452
H -1.534 -1.311 3.644 -0.289
H -2.493 -1.793 6.549 0.356
H -3.171 -2.435 5.050 0.188
H -3.057 0.336 5.516 0.314
C 0.358 -6.474 -1.416 -0.607
C 1.513 -6.184 -2.344 -0.369
O 2.204 -4.991 -1.977 -0.573
H -0.113 -5.540 -1.112 -0.091
H 0.756 -7.131 -0.643 0.262
H -0.393 -7.007 -2.002 0.327
H 1.134 -6.133 -3.370 0.241
H 2.247 -6.989 -2.385 0.359
H 1.623 -4.442 -1.447 0.173
C 0.740 -4.522 5.959 -1.069
C 1.873 -4.657 4.911 -0.255
O 1.875 -3.517 4.049 0.036
H 0.596 -5.468 6.482 0.446
H -0.234 -4.254 5.546 0.152
H 0.953 -3.730 6.677 0.291
H 1.663 -5.578 4.363 0.353
H 2.788 -4.854 5.469 0.360
H 2.363 -2.812 4.540 0.109
C 3.814 -1.525 -2.670 -0.889
C 3.156 -0.642 -3.704 0.498
O 2.045 -1.305 -4.291 -0.567
H 4.532 -0.885 -2.145 0.361
H 4.419 -2.326 -3.097 0.370
H 3.157 -1.959 -1.916 0.006
H 3.894 -0.332 -4.445 0.456
H 2.839 0.276 -3.201 -0.370
H 1.234 -0.859 -4.010 -0.043
C -3.123 4.174 0.521 -1.037
C -2.195 4.745 -0.548 0.098
O -2.315 3.970 -1.729 0.232
H -2.883 3.126 0.698 0.037
H -4.167 4.256 0.206 0.450
H -3.043 4.736 1.452 0.360
H -1.187 4.811 -0.142 -0.036
H -2.492 5.792 -0.648 0.548
H -3.119 4.287 -2.157 0.209
C 2.042 0.406 5.272 -0.819
C 2.378 -0.805 6.104 -0.265
O 3.252 -1.692 5.389 -0.518
H 2.971 0.963 5.128 0.560
H 1.337 1.009 5.844 0.361
H 1.666 0.162 4.279 -0.029
H 1.429 -1.313 6.282 0.073
H 2.889 -0.554 7.034 0.431
H 4.089 -1.235 5.259 0.281
C -3.714 -0.956 1.155 0.041
C -4.710 0.159 1.465 -0.657
O -4.747 1.116 0.408 -0.514
H -2.698 -0.557 1.121 -0.337
H -3.948 -1.467 0.220 0.294
H -3.699 -1.702 1.951 0.097
H -4.320 0.651 2.361 0.335
H -5.716 -0.210 1.669 0.444
H -5.374 1.768 0.736 0.308
C -2.367 -3.603 -2.242 -0.203
C -3.231 -4.888 -2.323 -0.623
O -4.373 -4.619 -1.506 -0.525
H -2.011 -3.449 -1.222 -0.531
H -2.927 -2.730 -2.576 0.504
H -1.492 -3.675 -2.891 0.314
H -2.693 -5.734 -1.891 0.255
H -3.488 -5.055 -3.370 0.446
H -4.950 -5.385 -1.596 0.294
C -1.171 -1.627 -6.907 -1.363
C -1.234 -0.889 -5.590 0.813
O -2.277 0.067 -5.624 -0.497
H -0.363 -2.363 -6.946 0.346
H -0.903 -0.976 -7.740 0.349
H -2.101 -2.146 -7.145 0.382
H -0.304 -0.347 -5.425 0.026
H -1.457 -1.569 -4.760 -0.238
H -3.095 -0.355 -5.901 0.290
```

Computed properties:
Total charge: +1
Kohn-Sham gap: 3.33 eV
Energy above the lowest of the compared OMol25 structures with the same formula, charge and spin: 1.694 eV
HOMO level: -0.2713 Eh
F_max: 3.9 eV/A
Multiplicity: 1

***

(2)
Density functional theory data (ωB97M-V with the def2-TZVPD basis set) for 7 unconnected molecules or ions with the total composition C37H86NO6P2 at a distorted geometry.

XYZ file:
```
132
Properties=species:S:1:pos:R:3:mulliken_charge:R:1
C -2.519 -2.508 0.364 -1.026
C -1.801 -1.399 -0.666 0.684
C -2.297 -1.597 -2.191 -0.631
P -2.610 -0.084 -3.287 -0.039
C -1.397 -0.649 -4.680 -0.694
N -0.927 0.635 -5.402 -0.395
C -3.915 0.695 -2.100 -0.682
C -5.465 0.663 -2.617 0.289
C -6.102 1.670 -3.792 -0.557
C -7.697 1.616 -4.226 -0.545
C -8.761 0.550 -3.538 -0.456
C -8.167 -0.430 -2.365 -0.748
C -6.577 -0.368 -1.910 0.760
C -6.151 -1.439 -0.699 -0.865
C -1.290 1.030 -2.449 -1.434
C 0.234 0.500 -2.378 1.840
C 1.336 1.386 -3.274 -0.756
C 0.763 0.814 -0.815 -1.298
P -4.203 -1.199 -4.276 0.894
C -4.531 -0.380 -6.017 -1.014
C -3.723 -3.046 -4.643 -0.645
C -4.807 -4.084 -3.944 -0.591
H -2.797 -1.937 1.375 0.264
H -3.534 -2.922 -0.048 0.188
H -1.794 -3.370 0.679 0.254
H -0.642 -1.686 -0.630 -0.475
H -2.012 -0.365 -0.162 0.053
H -3.348 -2.158 -2.080 -0.115
H -1.571 -2.382 -2.717 0.162
H -2.911 1.035 -4.158 0.095
H -0.530 -1.331 -4.322 0.220
H -1.926 -1.230 -5.572 0.361
H -1.718 0.987 -5.994 0.261
H -0.147 0.420 -6.062 0.200
H -3.905 0.289 -1.015 0.072
H -3.633 1.854 -2.027 0.330
H -5.352 2.443 -4.297 0.311
H -8.140 2.329 -5.051 0.259
H -9.889 0.445 -3.830 0.279
H -8.885 -1.207 -1.838 0.251
H -5.310 -1.028 0.003 0.141
H -7.148 -1.673 -0.109 0.416
H -5.821 -2.483 -1.175 0.061
H -1.616 1.403 -1.362 0.422
H -1.251 2.042 -3.085 0.249
H 0.395 -0.661 -2.486 -0.565
H 2.248 1.757 -2.615 0.342
H 0.838 2.222 -3.920 0.278
H 1.786 0.599 -4.051 -0.207
H -0.075 0.681 -0.015 0.301
H 1.049 1.973 -0.801 0.433
H 1.728 0.174 -0.613 0.012
H -4.495 0.791 -5.892 0.209
H -5.584 -0.734 -6.400 0.322
H -3.654 -0.639 -6.786 0.288
H -3.851 -3.205 -5.818 0.435
H -2.605 -3.290 -4.404 0.303
H -4.178 -4.995 -3.542 0.240
H -5.578 -4.391 -4.795 0.306
H -5.346 -3.471 -3.088 -0.049
C 4.453 -2.467 -1.052 -0.995
C 3.114 -2.868 -0.454 0.501
C 2.974 -4.379 -0.371 -1.544
O 2.061 -2.339 -1.256 -0.139
H 4.558 -2.852 -2.072 0.333
H 4.535 -1.376 -1.116 0.246
H 5.284 -2.845 -0.449 0.238
H 3.014 -2.433 0.547 0.091
H 3.026 -4.833 -1.367 0.330
H 2.001 -4.653 0.050 0.339
H 3.761 -4.815 0.253 0.413
H 2.143 -2.719 -2.146 0.199
C 5.754 -1.684 -5.361 -1.345
C 4.278 -1.621 -5.718 0.374
C 3.976 -0.435 -6.621 -1.223
O 3.507 -1.513 -4.524 -0.382
H 6.066 -0.784 -4.820 0.323
H 5.955 -2.535 -4.702 0.301
H 6.373 -1.783 -6.259 0.432
H 3.979 -2.549 -6.218 0.274
H 4.224 0.509 -6.124 0.307
H 2.908 -0.395 -6.859 0.233
H 4.541 -0.497 -7.556 0.430
H 3.766 -0.691 -4.073 0.274
C 5.465 -1.449 2.805 -0.735
C 6.697 -1.434 1.916 0.646
C 7.975 -1.435 2.739 -1.456
O 6.669 -0.273 1.089 -0.546
H 5.432 -0.560 3.445 0.000
H 4.552 -1.435 2.199 0.182
H 5.449 -2.339 3.442 0.396
H 6.685 -2.307 1.254 0.180
H 8.032 -0.546 3.377 0.300
H 8.854 -1.412 2.086 0.372
H 8.035 -2.325 3.374 0.365
H 6.680 0.508 1.668 0.353
C -9.058 1.700 1.711 -1.085
C -9.747 2.499 0.616 0.391
C -10.935 1.744 0.043 -1.127
O -8.814 2.773 -0.426 -0.505
H -8.674 0.750 1.321 0.178
H -8.197 2.250 2.105 0.303
H -9.745 1.487 2.536 0.380
H -10.081 3.462 1.018 0.305
H -10.619 0.796 -0.406 0.208
H -11.414 2.326 -0.752 0.293
H -11.679 1.532 0.818 0.397
H -8.512 1.923 -0.789 0.251
C 3.891 1.113 7.545 -1.210
C 5.235 1.079 6.835 0.261
C 5.847 2.467 6.739 -1.000
O 5.063 0.547 5.523 -0.479
H 3.176 1.739 7.000 0.343
H 3.457 0.108 7.595 0.332
H 3.992 1.502 8.562 0.330
H 5.919 0.412 7.372 0.231
H 5.200 3.142 6.165 0.355
H 6.808 2.430 6.215 0.322
H 6.006 2.898 7.732 0.143
H 4.458 1.133 5.039 0.316
C 5.776 5.686 11.888 -1.323
C 5.622 4.510 10.938 0.441
C 6.937 3.770 10.754 -1.157
O 5.165 4.981 9.673 -0.548
H 6.498 6.413 11.499 0.340
H 4.824 6.217 12.001 0.312
H 6.112 5.355 12.875 0.368
H 4.863 3.821 11.324 0.259
H 7.701 4.429 10.324 0.315
H 6.815 2.933 10.058 0.230
H 7.308 3.381 11.707 0.401
H 5.832 5.594 9.321 0.360
```

Computed properties:
Total charge: -1
Kohn-Sham gap: 4.59 eV
HOMO level: -0.1069 Eh
F_max: 4.9 eV/A
Multiplicity: 1

***

> What is the F_max in the first record?

3.9 eV/A